1 | Density functional theory data (ωB97M-V with the def2-TZVPD basis set) for a molecular structure, C38H31AsN2O3PPt.

```
! wB97M-V def2-TZVPD RIJCOSX def2/J DEFGRID3
* xyz 3 5
Pt 0.237 0.793 0.032
O 3.083 -1.874 -0.676
C 2.638 -0.746 -0.716
O 2.183 -0.087 0.363
C 2.498 -0.006 -2.039
P 0.739 0.379 -2.231
C 0.601 1.886 -3.194
C 0.162 1.917 -4.516
C 0.126 3.130 -5.191
C 0.516 4.299 -4.556
C 0.960 4.272 -3.239
C 1.005 3.069 -2.558
C -0.075 -0.993 -3.028
C 0.575 -2.226 -3.147
C -0.041 -3.251 -3.851
C -1.299 -3.060 -4.407
C -1.966 -1.849 -4.246
C -1.362 -0.817 -3.548
H 2.880 -0.602 -2.861
H 3.029 0.941 -1.988
H -0.130 1.008 -5.026
H -0.204 3.158 -6.222
H 0.484 5.240 -5.093
H 1.269 5.189 -2.753
H 1.362 3.042 -1.532
H 1.559 -2.382 -2.718
H 0.471 -4.197 -3.981
H -1.765 -3.861 -4.970
H -2.952 -1.710 -4.671
H -1.882 0.126 -3.420
C -3.249 -5.294 2.340
C -3.234 -4.076 3.034
C -2.361 -3.077 2.658
C -1.441 -3.354 1.629
C -1.474 -4.561 0.901
C -2.358 -5.542 1.288
As -0.053 -2.099 1.167
C 1.567 -2.771 1.981
C 2.360 -3.769 1.540
C 3.590 -4.019 2.219
C 4.006 -3.222 3.305
C 3.208 -2.214 3.749
C 1.958 -1.957 3.090
C 1.040 -0.935 3.459
C 1.160 -0.108 4.594
C 0.155 0.793 4.889
C -0.968 0.888 4.070
C -1.099 0.084 2.925
C -0.108 -0.820 2.625
H -3.981 -6.047 2.606
H -3.912 -3.908 3.860
H -2.359 -2.138 3.191
H -0.802 -4.733 0.070
H -2.373 -6.491 0.768
H 2.090 -4.370 0.683
H 4.227 -4.825 1.874
H 4.961 -3.409 3.780
H 3.522 -1.607 4.588
H 2.017 -0.192 5.252
H 0.233 1.415 5.773
H -1.759 1.583 4.330
H -1.999 0.138 2.326
N -3.512 5.436 -0.699
C -2.170 5.551 -0.842
O -1.602 6.201 -1.689
C -1.301 4.770 0.122
C -0.404 5.442 0.944
C 0.516 4.720 1.690
C 0.566 3.350 1.538
N -0.297 2.702 0.734
C -1.232 3.396 0.053
H -4.105 5.976 -1.309
H -3.933 4.983 0.090
H -0.414 6.526 0.977
H 1.220 5.215 2.345
H 1.312 2.751 2.041
H -1.909 2.831 -0.576
*
```

Calculated values
LUMO (alpha / beta)	-0.3240 / -0.4495	Ha
gap between HOMO and LUMO (alpha / beta)	0.2501 / 0.1476	hartree

How is the electron density shared among the atoms? According to Mulliken, the charges in e are: 1.486 -0.514 0.168 -0.764 -0.718 0.751 0.748 -0.469 -0.736 -0.694 -0.656 -0.703 0.633 -0.542 -0.785 -0.566 -0.811 -0.609 0.672 0.475 0.476 0.453 0.444 0.434 0.430 0.330 0.488 0.454 0.455 0.561 -0.463 -0.780 -0.193 0.822 -0.442 -0.740 0.707 0.683 -0.298 -0.649 -0.869 -1.000 0.746 0.797 -0.731 -1.022 -0.798 0.126 -0.269 0.431 0.440 0.350 0.469 0.441 0.501 0.458 0.484 0.443 0.466 0.490 0.521 0.635 -0.333 0.189 -0.527 0.023 -0.216 -1.026 -0.263 -0.001 -0.090 0.282 0.206 0.530 0.467 0.591 0.519

=====

2 | Density functional theory data (ωB97M-V with the def2-TZVPD basis set) for a molecular structure, C38H31AsN2O3PPt.

```
! wB97M-V def2-TZVPD RIJCOSX def2/J DEFGRID3
* xyz 3 5
Pt 0.145 -0.053 0.520
O -2.946 0.044 -2.016
C -2.095 0.491 -1.319
O -1.051 -0.354 -0.977
C -2.104 1.893 -0.743
P -0.813 2.174 0.518
C -1.474 2.716 2.080
C -2.786 2.389 2.445
C -3.270 2.767 3.686
C -2.449 3.451 4.575
C -1.140 3.758 4.225
C -0.648 3.393 2.983
C 0.385 3.334 -0.123
C 0.265 4.704 0.129
C 1.146 5.589 -0.472
C 2.131 5.119 -1.331
C 2.240 3.760 -1.603
C 1.372 2.868 -0.998
H -3.100 2.116 -0.361
H -1.929 2.582 -1.574
H -3.447 1.872 1.759
H -4.295 2.548 3.953
H -2.835 3.755 5.539
H -0.508 4.302 4.914
H 0.369 3.652 2.714
H -0.512 5.083 0.780
H 1.052 6.649 -0.281
H 2.803 5.820 -1.809
H 2.979 3.406 -2.310
H 1.436 1.812 -1.250
C -4.177 -2.597 5.252
C -3.739 -1.316 4.949
C -2.852 -1.117 3.899
C -2.421 -2.219 3.172
C -2.849 -3.513 3.468
C -3.734 -3.692 4.517
As -1.203 -2.012 1.710
C 0.199 -3.331 1.900
C 1.113 -3.463 2.909
C 2.043 -4.517 2.846
C 2.057 -5.413 1.773
C 1.132 -5.296 0.762
C 0.168 -4.258 0.812
C -0.920 -4.108 -0.093
C -1.188 -4.955 -1.202
C -2.343 -4.781 -1.922
C -3.251 -3.776 -1.566
C -3.000 -2.906 -0.486
C -1.843 -3.062 0.220
H -4.869 -2.748 6.070
H -4.087 -0.474 5.531
H -2.500 -0.119 3.664
H -2.507 -4.369 2.897
H -4.079 -4.687 4.763
H 1.123 -2.794 3.760
H 2.762 -4.638 3.646
H 2.788 -6.210 1.752
H 1.129 -6.008 -0.051
H -0.496 -5.742 -1.468
H -2.566 -5.423 -2.764
H -4.162 -3.656 -2.140
H -3.717 -2.129 -0.257
N 5.614 1.483 -0.313
C 5.596 0.925 0.926
O 6.556 0.502 1.512
C 4.245 0.798 1.606
C 4.179 0.993 2.978
C 2.971 0.792 3.632
C 1.875 0.386 2.904
N 1.943 0.162 1.580
C 3.113 0.378 0.939
H 6.507 1.577 -0.771
H 4.839 2.017 -0.663
H 5.072 1.287 3.514
H 2.877 0.942 4.699
H 0.913 0.227 3.380
H 3.141 0.145 -0.118
*
```

Calculated values
LUMO (alpha / beta)	-0.3180 / -0.4330	Ha
gap between HOMO and LUMO (alpha / beta)	0.2586 / 0.1855	hartree

How is the electron density shared among the atoms? According to Mulliken, the charges in e are: 1.259 -0.481 0.516 -0.531 -0.907 1.098 0.978 -0.906 -0.653 -0.633 -0.864 -0.773 0.420 -0.323 -0.822 -0.555 -0.891 -0.418 0.601 0.534 0.224 0.556 0.453 0.479 0.593 0.524 0.464 0.453 0.578 0.298 -0.544 -0.680 -0.043 0.409 -0.363 -0.848 1.116 0.009 -0.419 -0.709 -0.820 -0.842 0.743 0.769 -0.750 -0.842 -0.730 -0.428 0.252 0.429 0.474 0.303 0.413 0.429 0.571 0.488 0.476 0.453 0.475 0.487 0.476 0.572 -0.301 0.063 -0.527 0.057 -0.274 -1.054 -0.156 -0.153 -0.123 0.232 0.176 0.550 0.540 0.639 0.731

=====

The most stable of them is 2.

=====

1 | Density functional theory data (ωB97M-V with the def2-TZVPD basis set) for a molecular structure, CH6Si2.

```
! wB97M-V def2-TZVPD RIJCOSX def2/J DEFGRID3
* xyz 0 1
C 0.556 0.840 -0.315
Si 0.516 1.236 1.658
Si -0.010 -0.992 -0.189
H -0.114 1.277 -0.953
H 1.511 0.722 -0.673
H -0.165 2.544 1.729
H -0.108 -1.449 1.320
H -1.377 -0.982 -0.832
H 0.700 -1.668 -1.355
*
```

Calculated values
LUMO	-0.0315	Ha
gap between HOMO and LUMO	0.2787	hartree

How is the electron density shared among the atoms? According to natural (NBO), the charges in e are: -1.309 0.754 0.766 0.243 0.251 -0.294 -0.120 -0.163 -0.127

=====

2 | Density functional theory data (ωB97M-V with the def2-TZVPD basis set) for 2 unconnected molecules or ions with the total composition CH6Si2.

```
! wB97M-V def2-TZVPD RIJCOSX def2/J DEFGRID3
* xyz 0 1
C -0.163 0.958 0.362
Si -0.983 -0.736 0.001
Si 1.259 -0.345 0.147
H -0.233 1.728 -0.396
H -0.300 1.406 1.341
H -2.222 -1.132 0.667
H -1.564 -1.055 -2.389
H 2.089 -0.243 -1.049
H 2.117 -0.581 1.316
*
```

Calculated values
LUMO	-0.0160	Ha
gap between HOMO and LUMO	0.2997	hartree

How is the electron density shared among the atoms? According to natural (NBO), the charges in e are: -1.296 0.706 0.692 0.271 0.266 -0.140 -0.239 -0.123 -0.137

=====

The most stable of them is 1.

=====

1 | Density functional theory data (ωB97M-V with the def2-TZVPD basis set) for C19H26N2O4S in the gas phase.

```
! wB97M-V def2-TZVPD RIJCOSX def2/J DEFGRID3
* xyz 0 1
C -1.927 -2.534 -2.088
H -2.122 -3.391 -1.435
O -0.571 -2.487 -2.476
C 0.365 -2.232 -1.535
C 0.101 -2.083 -0.174
C 1.131 -1.763 0.694
C 2.412 -1.598 0.210
C 2.699 -1.786 -1.131
C 1.681 -2.110 -2.001
H 1.864 -2.252 -3.054
H 3.715 -1.661 -1.468
S 3.670 -0.921 1.267
O 3.197 -0.923 2.626
O 4.950 -1.501 0.988
N 3.736 0.652 0.668
H 4.660 1.026 0.816
C 2.645 1.514 1.085
H 3.017 2.524 1.268
H 2.232 1.124 2.023
C 1.554 1.541 0.006
C 0.182 1.874 0.587
N -0.828 1.720 -0.444
C -0.596 2.664 -1.523
C 0.763 2.410 -2.170
C 1.872 2.512 -1.128
H 2.837 2.262 -1.569
H 1.924 3.533 -0.740
H 0.765 1.406 -2.598
H 0.920 3.131 -2.973
H -1.385 2.535 -2.268
H -0.639 3.707 -1.157
C -2.180 1.842 0.087
C -2.513 0.750 1.046
C -2.482 0.702 2.408
C -2.921 -0.595 2.775
C -3.190 -1.250 1.612
O -2.942 -0.438 0.558
C -3.686 -2.629 1.348
H -4.186 -2.663 0.382
H -2.865 -3.347 1.342
H -4.385 -2.926 2.125
H -3.024 -0.981 3.768
H -2.194 1.492 3.071
H -2.331 2.811 0.597
H -2.871 1.783 -0.759
H -0.050 1.180 1.398
H 0.184 2.901 1.000
H 1.484 0.543 -0.427
H 0.949 -1.619 1.747
H -0.899 -2.188 0.212
H -2.231 -1.611 -1.586
H -2.491 -2.652 -3.011
*
```

Calculated values
LUMO	0.0252	Ha
gap between HOMO and LUMO	0.3392	hartree
structure (SMILES)	COc1ccc(S(=O)(=O)NC[C@@H]2CCCN(Cc3ccc(C)o3)C2)cc1

How is the electron density shared among the atoms? According to natural (NBO), the charges in e are: -0.262 0.174 -0.485 0.323 -0.263 -0.171 -0.383 -0.164 -0.249 0.230 0.242 2.311 -0.946 -0.939 -0.868 0.409 -0.240 0.205 0.214 -0.237 -0.225 -0.432 -0.216 -0.403 -0.391 0.214 0.189 0.207 0.209 0.200 0.156 -0.262 0.272 -0.296 -0.320 0.281 -0.419 -0.659 0.228 0.222 0.234 0.228 0.228 0.182 0.217 0.214 0.157 0.220 0.246 0.219 0.198 0.201

=====

2 | Density functional theory data (ωB97M-V with the def2-TZVPD basis set) for C19H26N2O4S in the gas phase.

```
! wB97M-V def2-TZVPD RIJCOSX def2/J DEFGRID3
* xyz 0 1
C -1.855 -4.039 -0.765
C -3.032 -3.229 -1.297
H -2.705 -2.645 -2.161
H -3.815 -3.910 -1.635
C -3.643 -2.260 -0.275
N -2.690 -1.215 0.042
C -2.985 0.087 -0.005
O -4.069 0.533 -0.323
C -1.798 0.969 0.462
N -0.524 0.619 -0.158
C 0.305 -0.349 0.339
O -0.098 -1.275 1.030
C 1.681 -0.001 -0.064
C 1.631 1.292 -0.611
C 2.767 1.979 -0.963
C 3.984 1.371 -0.714
C 4.078 0.083 -0.194
C 2.906 -0.662 0.091
O 3.076 -1.958 0.454
C 2.064 -2.903 0.174
H 1.631 -2.732 -0.816
H 2.558 -3.874 0.194
H 1.271 -2.877 0.922
O 5.356 -0.352 -0.047
C 5.679 -1.482 0.737
H 5.162 -1.469 1.697
H 6.755 -1.412 0.901
H 5.453 -2.415 0.217
H 4.911 1.876 -0.937
H 2.712 2.970 -1.384
C 0.213 1.717 -0.719
H -0.079 1.933 -1.754
S -0.284 3.166 0.295
C -2.016 2.484 0.281
C -2.800 3.060 1.449
H -3.778 2.586 1.488
H -2.280 2.889 2.390
H -2.933 4.131 1.318
C -2.665 2.878 -1.040
H -3.712 2.588 -1.031
H -2.189 2.390 -1.887
H -2.593 3.956 -1.169
H -1.702 0.756 1.540
H -1.810 -1.503 0.464
C -4.098 -2.955 1.007
H -3.243 -3.321 1.568
H -4.752 -3.790 0.770
H -4.644 -2.252 1.632
H -4.501 -1.759 -0.737
H -1.415 -4.624 -1.570
H -1.082 -3.392 -0.357
H -2.175 -4.727 0.013
*
```

Calculated values
LUMO	0.0150	Ha
gap between HOMO and LUMO	0.3237	hartree
structure (SMILES)	CC[C@@H](C)NC(=O)[C@H]1N2C(=O)c3c(ccc(OC)c3OC)[C@@H]2SC1(C)C

How is the electron density shared among the atoms? According to natural (NBO), the charges in e are: -0.619 -0.393 0.206 0.202 -0.053 -0.637 0.689 -0.644 -0.155 -0.425 0.693 -0.654 -0.239 0.075 -0.247 -0.195 0.257 0.295 -0.503 -0.257 0.175 0.190 0.220 -0.496 -0.238 0.184 0.188 0.184 0.229 0.225 -0.180 0.222 0.186 -0.092 -0.627 0.235 0.216 0.218 -0.642 0.254 0.203 0.216 0.233 0.432 -0.616 0.204 0.209 0.219 0.229 0.213 0.204 0.205

=====

The most stable of them is 2.

=====

1 | Density functional theory data (ωB97M-V with the def2-TZVPD basis set) for 2 unconnected molecules or ions with the total composition C8H15N2O.

```
! wB97M-V def2-TZVPD RIJCOSX def2/J DEFGRID3
* xyz 1 1
C -1.998 1.418 1.852
C -0.876 0.848 1.501
C 0.909 -0.330 -0.936
C 0.834 -0.753 2.294
C -0.542 -0.585 1.791
C 0.474 -1.173 0.933
C 0.200 1.974 -2.430
C -0.367 0.607 -2.591
N 2.087 -0.235 -1.124
N 0.362 -2.626 0.650
O -0.275 -0.231 -1.352
H -2.244 2.382 1.632
H -2.787 0.779 2.401
H -0.055 1.405 0.924
H 1.429 0.234 2.378
H 1.077 -1.637 2.968
H -1.495 -1.171 2.191
H 1.235 1.894 -2.420
H -0.168 2.714 -3.266
H -0.217 2.493 -1.481
H 0.136 0.032 -3.303
H -1.492 0.651 -2.745
H 2.707 0.263 -1.718
H 1.367 -3.166 0.716
H -0.191 -2.693 -0.220
H -0.108 -3.094 1.355
*
```

Calculated values
LUMO	-0.1192	Ha
gap between HOMO and LUMO	0.3355	hartree

How is the electron density shared among the atoms? According to natural (NBO), the charges in e are: -0.356 -0.185 0.738 -0.438 -0.312 -0.018 -0.660 -0.078 -0.724 -0.687 -0.496 0.210 0.199 0.199 0.266 0.228 0.235 0.209 0.265 0.236 0.195 0.224 0.421 0.461 0.455 0.414

=====

2 | Density functional theory data (ωB97M-V with the def2-TZVPD basis set) for a gas-phase ion, C8H15N2O (charge +1).

```
! wB97M-V def2-TZVPD RIJCOSX def2/J DEFGRID3
* xyz 1 1
C 0.646 -0.508 0.430
C 0.399 0.776 2.464
C -0.507 1.996 2.629
C -1.341 1.309 0.522
C 1.301 -1.127 -0.481
C 1.156 -2.693 -0.633
C 2.116 -0.359 -1.513
C -2.290 0.429 -1.429
N 0.085 0.373 1.120
N -2.334 0.691 -0.041
O -1.630 1.693 1.776
H 1.542 0.814 2.455
H 0.019 0.002 3.161
H -0.985 2.166 3.557
H -0.043 2.943 2.109
H -0.622 1.925 -0.002
H 2.092 -3.037 -1.114
H 0.179 -2.923 -1.303
H 0.956 -3.111 0.420
H 1.889 0.692 -1.532
H 1.934 -0.792 -2.499
H 3.166 -0.527 -1.317
H -3.160 -0.340 -1.677
H -2.541 1.411 -1.849
H -1.281 0.036 -1.690
H -3.203 0.451 0.453
*
```

Calculated values
LUMO	-0.1174	Ha
gap between HOMO and LUMO	0.3535	hartree
structure (SMILES)	CN[C@H]1OCC[N+]1=C=C(C)C

How is the electron density shared among the atoms? According to natural (NBO), the charges in e are: 0.428 -0.276 -0.072 0.503 -0.077 -0.620 -0.615 -0.424 -0.401 -0.595 -0.494 0.249 0.235 0.239 0.191 0.188 0.245 0.241 0.240 0.225 0.242 0.244 0.238 0.215 0.210 0.439

=====

The most stable of them is 2.